The following is a quantum chemistry calculation of C8H19NPmS6 as an isolated structure in a non-equilibrium geometry, from the Open Molecules 2025 dataset.

- gap between HOMO and LUMO (alpha / beta) (eV) = 7.62 / 7.79
- spin multiplicity = 5
- expectation value of S² = 6.01
- lowest unoccupied orbital energy (alpha / beta) (eV) = -3.25 / -3.17
- charge = +1

Each line ends with the Mulliken charge.
Element x y z (Å)
Pm -0.382 -0.051 0.548  0.539
S -0.383 -2.701 -0.643  0.013
S -0.413 2.659 -0.518  0.041
C 0.827 -3.491 0.421  -0.901
C 0.478 -2.465 -2.230  -0.746
C 1.279 -1.151 -2.412  -0.628
N 0.474 0.033 -2.091  -0.091
C 1.161 1.278 -2.441  -0.702
C 0.264 2.510 -2.200  -0.716
H -0.303 -2.553 -3.006  0.397
H 1.146 -3.329 -2.317  0.481
H 1.557 -1.121 -3.488  0.373
H 2.175 -1.170 -1.761  0.358
H 1.386 1.278 -3.526  0.377
H 2.086 1.369 -1.842  0.381
H -0.603 2.508 -2.880  0.379
H 0.827 3.433 -2.370  0.483
C 0.897 3.424 0.438  -0.801
H -0.420 -0.014 -2.603  0.162
H 1.809 2.859 0.268  0.239
H 0.598 3.348 1.484  0.315
H 0.985 4.472 0.149  0.396
H 0.467 -3.380 1.443  0.384
H 1.775 -2.976 0.303  0.273
H 0.875 -4.545 0.153  0.384
C -3.144 -0.059 -0.160  -0.936
C -2.779 -0.072 -1.467  -0.385
H -3.334 0.881 0.383  0.400
H -3.345 -0.991 0.388  0.390
H -2.724 0.855 -2.060  0.325
H -2.674 -1.014 -2.024  0.344
S -1.925 0.028 2.706  -0.224
S -0.100 0.832 3.183  -0.023
S 1.435 -0.607 2.659  -0.042
S 2.318 -0.068 0.912  -0.241